(1)
114
Properties=species:S:1:pos:R:3:mulliken_charge:R:1 method="wB97M-V/def2-TZVPD" total_energy_ev=-148891.80662 relative_energy_kj_mol=749.5 lumo_energy_ev=-1.75 total_charge=0 max_force_ev_per_a=9.4
K 0.52504 1.21040 2.81541 0.9978
N 3.10116 -0.48914 6.88284 -0.2350
S 2.91130 -1.43599 8.07671 1.0551
O 3.97362 -1.42362 9.12380 -0.5816
O 2.04874 -2.60083 8.06382 -0.5665
F 1.92003 -0.28925 8.73718 -0.3560
S 4.29946 -1.55166 6.18956 1.0596
O 3.70492 -2.77831 5.64288 -0.5594
O 5.64518 -1.67753 6.69704 -0.5371
F 4.56919 -0.59781 4.91820 -0.2757
C -7.66338 0.58251 2.67007 -1.3155
C -7.16603 -0.82286 2.28014 -0.1080
O -7.25449 -1.78019 3.31847 -0.3306
P -6.04286 -2.90363 3.56286 0.9570
O -4.68772 -2.34554 3.35903 -0.7035
O -6.26109 -3.34911 5.18061 -0.3556
C -5.23307 -3.88771 5.86927 -0.3789
C -5.03382 -5.32541 5.56304 -0.7740
O -6.45297 -4.24093 2.66429 -0.3378
C -7.67832 -4.99603 2.87388 -0.2848
C -8.85487 -4.47477 1.97530 -1.0080
H -7.00356 1.11829 3.35247 0.3111
H -7.75654 1.20618 1.78099 0.3920
H -8.70007 0.54194 3.00433 0.3308
H -7.70208 -1.22036 1.41831 0.2672
H -6.08934 -0.76080 2.12211 0.3334
H -4.28375 -3.36529 5.75108 0.3139
H -5.41281 -3.64296 6.91611 0.3896
H -4.01885 -5.46683 5.19162 0.2912
H -5.33202 -6.05128 6.31953 0.3210
H -5.67141 -5.66545 4.74699 0.1271
H -7.48617 -6.06875 2.89467 0.4208
H -8.01149 -4.72666 3.87614 0.3088
H -9.76727 -5.03630 2.17607 0.3717
H -9.00289 -3.42411 2.22488 0.1504
H -8.57853 -4.42558 0.92206 0.3101
C -4.05065 6.99514 -4.69870 -0.9882
C -4.06570 5.96009 -3.59500 -0.3526
O -3.97745 4.65303 -4.16799 -0.3261
P -2.52301 3.83061 -3.92925 0.6858
O -2.19470 3.53862 -2.50344 -0.6759
O -2.66682 2.54298 -4.95785 -0.1586
C -3.79399 1.70407 -4.92439 -0.2748
C -3.77210 0.85617 -6.15341 -1.1369
O -1.48952 4.80496 -4.80182 -0.1964
C -0.13913 4.52244 -4.82694 -0.3771
C 0.21257 3.98415 -6.28523 -1.0134
H -3.00392 7.16947 -4.94779 0.2323
H -4.62807 6.60669 -5.53763 0.2598
H -4.60022 7.83933 -4.28226 0.3723
H -3.29134 6.21575 -2.87174 0.2856
H -4.99700 6.00413 -3.03033 0.4320
H -3.75209 1.10630 -4.01388 0.3234
H -4.72230 2.21905 -4.67715 0.3582
H -3.53715 1.45237 -7.03514 0.3106
H -3.10598 0.01890 -5.94511 0.2727
H -4.72369 0.34904 -6.31269 0.3717
H 0.41413 5.43876 -4.62118 0.3997
H 0.17190 3.72905 -4.14730 0.2760
H -0.61625 3.52735 -6.82605 0.2795
H 0.47775 4.88356 -6.84098 0.3054
H 1.07684 3.33858 -6.44132 0.3343
C 4.12429 -8.14266 -2.50548 -1.3389
C 2.88522 -7.31791 -2.28803 0.3481
O 3.11693 -5.96931 -1.87476 -0.3342
P 1.79497 -4.97314 -1.69871 0.8820
O 2.00360 -3.68541 -0.92111 -0.6980
O 1.24208 -4.87101 -3.25875 -0.3074
C 1.61577 -3.85993 -4.16498 -0.2660
C 3.09738 -3.91544 -4.56249 -1.0092
O 0.68965 -5.99016 -1.05499 -0.2982
C 0.98032 -6.43584 0.28185 -0.5144
C 0.25653 -7.86351 0.54583 -1.0899
H 3.88237 -9.19618 -2.64571 0.3866
H 4.66274 -7.88070 -3.41628 0.3042
H 4.77065 -8.09285 -1.62923 0.3294
H 2.27824 -7.21500 -3.18752 0.3672
H 2.18286 -7.83380 -1.63331 -0.0401
H 1.06592 -4.01281 -5.09362 0.2932
H 1.32288 -2.88686 -3.77072 0.3039
H 3.68064 -3.50654 -3.73743 0.2891
H 3.32107 -4.95795 -4.78884 0.2316
H 3.38324 -3.22604 -5.35691 0.4002
H 2.06787 -6.46288 0.34993 0.4325
H 0.55820 -5.63991 0.89538 0.3923
H -0.79812 -7.62420 0.40957 0.2926
H 0.54774 -8.59054 -0.21228 0.2898
H 0.51251 -8.33566 1.49432 0.3532
C 7.35580 6.13158 3.80858 -1.1389
C 7.67662 5.36054 2.56270 -0.2857
O 6.93508 6.01162 1.55273 -0.3020
P 5.49206 5.50933 1.06967 1.0040
O 4.55010 5.20975 2.19509 -0.7355
O 5.89479 4.31255 0.04677 -0.2961
C 7.03572 4.44732 -0.86036 -0.0329
C 7.66419 3.06734 -1.16837 -1.2553
O 5.02017 6.62018 -0.02168 -0.3316
C 4.26095 7.72767 0.34262 -0.3102
C 2.74014 7.40530 0.27810 -1.1205
H 6.27540 6.16581 3.94871 0.2623
H 7.79360 5.75012 4.73104 0.3892
H 7.73058 7.14695 3.67952 0.2796
H 8.73229 5.29883 2.29839 0.3413
H 7.32349 4.33680 2.68656 0.3371
H 6.71847 4.88000 -1.80917 0.2671
H 7.89747 4.99279 -0.47572 0.2566
H 8.49327 3.23249 -1.85644 0.3807
H 8.05733 2.59707 -0.26705 0.3199
H 6.91548 2.35853 -1.52209 0.3139
H 4.39959 8.14704 1.33912 0.2569
H 4.62086 8.58747 -0.22245 0.4309
H 2.47668 6.87400 -0.63647 0.2909
H 2.27396 6.85952 1.09841 0.2820
H 2.16505 8.33040 0.23888 0.3965

(2)
27
Properties=species:S:1:pos:R:3:mulliken_charge:R:1 method="wB97M-V/def2-TZVPD" total_energy_ev=-25171.06397 relative_energy_kj_mol=114.4 lumo_energy_ev=0.58 total_charge=0 smiles="C[Si](C)(C)N=P(C)(C)C" max_force_ev_per_a=5.3
C 0.78994 -1.00770 -2.28565 -0.9620
Si -0.63215 -0.59181 -1.11560 0.3747
C -1.90798 -1.81610 -1.43713 -1.0146
C -1.44731 0.96303 -1.76574 -1.0595
N -0.22587 -0.97045 0.54747 -0.4752
P 0.56039 0.18924 1.54223 0.9400
C 2.28668 -0.31008 1.70225 -1.1218
C 0.70251 1.83351 0.67338 -1.2911
C -0.39642 0.45033 3.09568 -1.1858
H 0.97758 -0.01857 -2.79373 0.2743
H 0.36236 -1.76044 -2.93335 0.3126
H 1.75826 -1.37370 -1.88514 0.2868
H -1.49976 -2.82208 -1.18375 0.2279
H -2.13866 -1.74491 -2.52232 0.2744
H -2.78024 -1.59878 -0.80733 0.2541
H -1.69625 0.71273 -2.77373 0.3771
H -0.75018 1.80531 -1.64194 0.3332
H -2.34379 1.18742 -1.17832 0.2710
H 2.76431 -0.37632 0.73012 0.2539
H 2.57190 -1.21855 2.26650 0.3473
H 2.87267 0.44675 2.26390 0.3720
H -0.29298 2.31019 0.40337 0.2559
H 1.13596 2.55751 1.31136 0.5053
H 1.22484 1.65489 -0.26605 0.3581
H -0.77698 -0.52198 3.34220 0.3820
H 0.11076 1.04728 3.92360 0.3236
H -1.22963 0.97325 2.78771 0.3858

(3)
89
Properties=species:S:1:pos:R:3:mulliken_charge:R:1 method="wB97M-V/def2-TZVPD" total_energy_ev=-89302.49349 spin_multiplicity=2 lumo_energy_ev="-8.00 / -9.55" s_squared=0.754 total_charge=+2 max_force_ev_per_a=8.4
Hf -2.74558 -1.79240 1.39523 1.3693
S -0.78055 -1.41343 -0.85153 1.0515
O -2.23478 -1.51660 -0.76945 -0.7512
O -0.60003 -1.38637 0.56309 0.3100
O -0.21768 -2.56889 -1.51543 -0.8031
O -0.42341 -0.11441 -1.40585 0.0987
C 0.22831 0.51741 4.65743 0.6563
F 1.11931 0.79920 3.77141 -0.1696
F 0.62856 0.73833 5.91181 -0.1980
F -0.73634 1.39476 4.39776 -0.2643
S -0.53425 -1.29885 4.40893 1.0107
O 0.59345 -2.14861 4.08886 -0.6484
O -1.28568 -1.63976 5.58963 -0.5922
O -1.44272 -1.19314 3.18642 -1.0776
C 8.49529 1.38686 2.25974 -0.7051
O 7.50448 0.58110 1.67241 -0.3407
C 7.23060 -0.69859 2.28577 -0.7571
C 6.24668 -1.45728 1.37601 -0.6462
N 4.95287 -0.75490 1.28227 0.1918
C 4.17048 -1.16211 0.14694 -1.0328
C 2.86725 -0.30728 -0.05124 0.6234
O 3.05715 1.16178 0.01780 -0.4790
C 3.80657 1.66556 -1.07627 -0.8491
H 8.10925 1.72886 3.22000 0.3244
H 8.70747 2.29215 1.69094 0.2359
H 9.37994 0.77649 2.44130 0.2946
H 6.84842 -0.62287 3.30376 0.3855
H 8.19198 -1.18679 2.44549 0.5653
H 5.96178 -2.37558 1.88950 0.4233
H 6.71420 -1.76638 0.44114 0.3818
H 5.26774 0.20198 1.20927 0.4224
H 3.99474 -2.20587 0.40731 0.3853
H 4.79683 -1.18574 -0.74482 0.4211
H 2.18282 -0.62545 0.73515 -0.0822
H 2.33801 -0.55991 -0.97004 0.2870
H 3.71592 2.74135 -1.22650 0.3363
H 3.46303 1.21922 -2.00947 0.3322
H 4.84809 1.34432 -1.06439 0.3015
C -5.81597 1.67773 -5.09576 -0.8290
O -5.02130 1.09828 -4.00406 -0.2946
C -3.73754 1.64748 -3.81852 -0.8366
C -3.25746 1.12322 -2.44197 -0.2610
N -3.91041 1.65904 -1.25790 -0.0821
C -3.36661 2.94367 -0.77439 -0.8986
C -4.09756 3.46443 0.43138 -0.8627
O -3.62933 2.71504 1.55410 -0.3704
C -4.17553 3.33498 2.72293 -0.9898
H -5.85831 2.75919 -5.22517 0.3273
H -6.80276 1.23424 -4.96285 0.2540
H -5.51286 1.26372 -6.05744 0.3241
H -3.77465 2.73604 -3.77649 0.3607
H -3.04051 1.32555 -4.59221 0.4746
H -2.17192 1.20727 -2.39067 0.0892
H -3.36524 0.04215 -2.53012 0.0596
H -4.85884 1.88722 -1.51965 0.3641
H -3.62110 3.60449 -1.60303 0.4786
H -2.27813 2.94629 -0.71678 0.3602
H -5.17627 3.34243 0.33345 0.4024
H -3.91488 4.53891 0.44626 0.4778
H -5.25499 3.19274 2.67176 0.3578
H -3.88229 4.36857 2.90682 0.3162
H -3.82916 2.85645 3.63898 0.3143
O -1.13575 -3.64492 1.70068 -0.3491
H -1.36013 -4.52463 2.00398 0.2952
H -0.18711 -3.66899 1.57526 0.1299
O 0.94112 0.53868 -3.60261 -0.6673
H 0.78955 1.43795 -3.89343 0.3404
H 0.43257 0.45848 -2.79566 0.2903
O -1.35791 -4.79492 -1.49726 -0.8117
H -0.68261 -5.38169 -1.83769 0.3343
H -0.92137 -3.94670 -1.41852 0.3882
O -3.44060 -3.66007 0.02486 -0.4638
H -4.31183 -3.99032 -0.19451 0.2858
H -2.84785 -4.14914 -0.54584 0.3026
O 1.49970 -2.23133 -3.68322 -0.6873
H 1.58655 -1.31005 -3.92802 0.3939
H 0.86260 -2.23079 -2.96885 0.2538
O -2.07184 0.55955 1.31710 0.8914
H -2.65115 1.31371 1.42608 0.4802
H -1.22662 0.93898 1.07654 0.0098
O -4.40174 -0.46214 0.38586 -0.5236
H -5.33659 -0.66098 0.33344 0.2901
H -4.29996 0.34683 -0.11559 0.3999
O 1.71647 -4.07175 -0.41835 -0.6572
H 0.91323 -3.61565 -0.66938 0.4006
H 1.94047 -3.70918 0.43874 0.2548
O 0.28114 1.87530 0.30707 -0.5981
H -0.00856 1.38113 -0.45980 0.1492
H 1.21134 1.66551 0.39041 0.3200

(4)
16
Properties=species:S:1:pos:R:3:mulliken_charge:R:1 method="wB97M-V/def2-TZVPD" total_energy_ev=-8864.79278 relative_energy_kj_mol=426.4 lumo_energy_ev="-1.65 / -1.65" total_charge=0 max_force_ev_per_a=3.7
C -2.51626 0.14889 -0.07373 0.5301
C -0.93979 0.02255 -0.19364 0.3194
C -0.64356 -1.29751 -0.83883 -1.1536
C 1.31104 1.22171 -0.09859 -1.3052
C 0.07957 0.70599 0.64394 -0.1753
N -2.78147 -0.27892 1.12732 -0.6471
O -3.15535 0.68054 -0.96590 -0.6275
H -0.82592 -1.10311 -1.92086 0.3511
H -1.34818 -2.13659 -0.58169 0.3215
H 0.37910 -1.58209 -0.80121 0.4018
H 1.83780 1.81924 0.62060 0.3825
H 1.09788 1.88978 -1.04977 0.3065
H 1.95208 0.44247 -0.45266 0.3713
H -0.29973 1.66209 0.95466 0.3380
H 0.48323 0.11281 1.48842 0.3353
H -1.97731 -0.42519 1.67520 0.2514